(1)
A molecular structure, C24H60AlO16P4 in a non-equilibrium geometry, computed with wB97M-V/def2-TZVPD.

E_tot: -3761.30489 Eh
LUMO energy: -15.324 eV
energy relative to the best compared isomer or geometry (same formula, charge and spin): 0.0000 eV
charge: +3
2S+1: 1

Geometry (Å):
Al: 0.589 0.267 0.868
C: -2.409 -1.812 6.264
C: -1.815 -1.417 4.880
O: -1.948 -2.631 4.142
P: -0.659 -3.170 3.273
O: -0.149 -2.216 2.262
O: 0.404 -3.625 4.388
C: 0.166 -4.823 5.060
C: 1.200 -4.802 6.217
O: -1.175 -4.530 2.660
C: -0.865 -4.917 1.341
C: -2.057 -5.580 0.671
H: -2.201 -1.025 6.989
H: -3.490 -1.846 6.128
H: -1.992 -2.732 6.672
H: -2.413 -0.704 4.313
H: -0.760 -1.179 5.012
H: -0.838 -4.830 5.486
H: 0.272 -5.685 4.401
H: 0.925 -4.096 7.001
H: 1.243 -5.765 6.727
H: 2.223 -4.559 5.928
H: -0.447 -4.073 0.792
H: -0.158 -5.737 1.467
H: -1.723 -5.988 -0.283
H: -2.493 -6.394 1.250
H: -2.945 -4.993 0.436
C: -4.035 -1.688 1.938
C: -4.423 -1.277 0.503
O: -3.946 -2.192 -0.475
P: -2.556 -1.895 -1.326
O: -1.483 -1.155 -0.573
O: -2.097 -3.310 -1.945
C: -0.931 -3.450 -2.725
C: -1.137 -4.399 -3.928
O: -3.088 -1.114 -2.604
C: -3.851 -1.734 -3.648
C: -3.264 -1.215 -4.955
H: -4.303 -0.850 2.581
H: -4.494 -2.635 2.221
H: -2.960 -1.837 2.034
H: -5.512 -1.264 0.471
H: -4.084 -0.243 0.442
H: -0.659 -2.478 -3.136
H: -0.126 -3.787 -2.072
H: -1.938 -4.077 -4.594
H: -0.254 -4.383 -4.567
H: -1.377 -5.399 -3.567
H: -3.823 -2.823 -3.674
H: -4.906 -1.495 -3.514
H: -2.204 -1.453 -5.044
H: -3.781 -1.577 -5.844
H: -3.253 -0.125 -4.979
C: 0.757 -0.803 -5.749
C: 0.999 0.148 -4.579
O: -0.185 0.977 -4.443
P: -0.285 1.954 -3.126
O: 0.031 1.292 -1.818
O: 0.646 3.270 -3.482
C: 1.178 4.255 -2.600
C: 0.065 5.319 -2.622
O: -1.809 2.540 -3.133
C: -2.481 3.068 -4.204
C: -3.973 2.896 -4.100
H: -0.033 -1.513 -5.505
H: 0.493 -0.236 -6.641
H: 1.757 -1.164 -5.990
H: 1.200 -0.424 -3.674
H: 1.853 0.757 -4.876
H: 1.346 3.827 -1.612
H: 2.120 4.689 -2.935
H: -0.054 5.697 -3.637
H: -0.827 4.783 -2.297
H: 0.292 6.167 -1.977
H: -2.211 4.118 -4.317
H: -2.090 2.532 -5.069
H: -4.292 1.858 -4.192
H: -4.348 3.370 -3.193
H: -4.484 3.338 -4.955
C: 4.107 6.849 -0.148
C: 4.670 5.482 0.169
O: 3.504 4.838 0.535
P: 3.661 3.429 1.258
O: 2.447 2.598 1.061
O: 5.030 2.703 0.677
C: 5.178 1.319 0.831
C: 5.837 0.927 2.138
O: 4.084 3.772 2.799
C: 3.007 3.789 3.751
C: 3.656 3.495 5.120
H: 4.843 7.553 -0.537
H: 3.296 6.806 -0.874
H: 3.759 7.352 0.755
H: 5.173 4.996 -0.667
H: 5.395 5.619 0.972
H: 4.316 0.727 0.524
H: 5.935 1.192 0.057
H: 5.998 -0.151 2.131
H: 6.845 1.340 2.099
H: 5.323 1.294 3.027
H: 2.478 4.742 3.775
H: 2.313 2.974 3.545
H: 4.371 2.673 5.086
H: 4.148 4.439 5.357
H: 2.962 3.239 5.920


(2)
A molecular structure, C24H60BF4N4Na3O12P in a non-equilibrium geometry, computed with wB97M-V/def2-TZVPD.

E_tot: -3325.20912 Eh
LUMO energy: 1.694 eV
energy relative to the best compared isomer or geometry (same formula, charge and spin): 5.0767 eV
charge: -1
2S+1: 1

Geometry (Å):
Na: 2.787 2.518 1.129
Na: -0.532 3.256 2.987
Na: 1.480 0.048 3.521
B: 0.059 1.020 0.875
F: -0.604 0.821 2.073
F: 1.335 0.548 0.931
F: -0.679 0.354 -0.135
F: 0.100 2.365 0.651
P: 2.279 2.949 3.863
O: 3.030 3.836 4.888
O: 1.776 3.795 2.669
O: 1.040 2.288 4.483
O: 3.238 1.834 3.343
C: -3.006 -1.266 -1.170
O: -2.448 -2.456 -1.864
C: -2.098 -3.551 -0.968
C: -1.532 -4.798 -1.716
N: -2.595 -5.848 -1.873
C: -2.162 -7.249 -2.285
C: -1.654 -7.535 -3.737
O: -0.654 -6.601 -4.186
C: 0.565 -6.762 -3.543
H: -2.558 -1.088 -0.192
H: -4.061 -1.502 -1.031
H: -2.968 -0.331 -1.730
H: -3.027 -3.869 -0.495
H: -1.450 -3.197 -0.165
H: -0.779 -5.198 -1.038
H: -1.024 -4.350 -2.571
H: -2.954 -5.583 -2.778
H: -3.017 -7.912 -2.157
H: -1.415 -7.474 -1.523
H: -2.463 -7.316 -4.433
H: -1.347 -8.571 -3.880
H: 0.918 -7.731 -3.896
H: 0.461 -6.748 -2.458
H: 1.220 -5.947 -3.850
C: -7.985 3.500 -1.478
O: -6.527 3.471 -1.444
C: -6.088 2.757 -0.308
C: -4.664 2.210 -0.523
N: -3.744 3.291 -0.779
C: -2.429 2.804 -1.260
C: -1.802 3.813 -2.254
O: -2.592 3.696 -3.412
C: -2.152 4.408 -4.551
H: -8.478 2.575 -1.179
H: -8.333 3.726 -2.486
H: -8.347 4.329 -0.870
H: -6.681 1.888 -0.026
H: -6.120 3.253 0.662
H: -4.803 1.543 -1.373
H: -4.208 1.662 0.302
H: -4.362 3.641 -1.497
H: -2.603 1.923 -1.877
H: -1.774 2.486 -0.449
H: -0.779 3.601 -2.564
H: -1.806 4.836 -1.876
H: -1.276 3.987 -5.044
H: -1.898 5.450 -4.359
H: -2.804 4.436 -5.424
C: 5.841 0.320 0.040
O: 4.493 0.137 -0.384
C: 4.259 0.400 -1.811
C: 2.704 0.507 -2.056
N: 2.077 1.771 -1.563
C: 1.995 2.841 -2.601
C: 3.334 3.520 -3.005
O: 3.046 4.832 -3.496
C: 4.236 5.712 -3.590
H: 5.709 0.164 1.111
H: 6.093 1.374 -0.074
H: 6.581 -0.337 -0.417
H: 4.592 -0.422 -2.446
H: 4.726 1.326 -2.146
H: 2.412 -0.410 -1.543
H: 2.598 0.385 -3.134
H: 1.233 1.587 -1.039
H: 1.468 3.675 -2.137
H: 1.417 2.468 -3.446
H: 3.741 2.856 -3.768
H: 4.041 3.445 -2.179
H: 4.076 6.786 -3.499
H: 4.771 5.519 -4.520
H: 5.027 5.440 -2.891
C: -1.625 -1.725 3.204
O: -0.566 -1.233 3.999
C: -0.739 -1.526 5.389
C: 0.189 -0.704 6.279
N: 1.642 -0.686 5.966
C: 2.202 -2.076 5.771
C: 3.693 -1.942 5.422
O: 3.844 -1.548 3.999
C: 5.176 -1.338 3.584
H: -1.717 -2.764 3.523
H: -1.320 -1.744 2.158
H: -2.624 -1.290 3.204
H: -0.615 -2.608 5.442
H: -1.765 -1.217 5.583
H: 0.018 -0.966 7.323
H: -0.147 0.328 6.173
H: 2.263 0.015 6.345
H: 1.616 -2.618 5.029
H: 2.039 -2.596 6.715
H: 4.324 -2.829 5.480
H: 4.110 -1.108 5.988
H: 5.565 -2.134 2.950
H: 5.897 -1.200 4.390
H: 5.063 -0.421 3.006